[1]
Density functional theory data (ωB97M-V with the def2-TZVPD basis set) for a 4-piece molecular cluster, C14H20BF9O11 overall.

Its HOMO energy is -11.2 eV. Its SMILES is CCOC(=O)C(F)(F)F.CCOC(=O)C(F)(F)F.CCOC(=O)C(F)(F)F.COC(=O)OB(O)O. As for the orbital gap: 0.4211 Ha.

XYZ file:
```
55
Properties=species:S:1:pos:R:3:mulliken_charge:R:1
C -5.92067 -3.58040 2.60204 -0.72
O -5.63885 -2.25517 2.14707 -0.26
C -4.67184 -2.15753 1.23445 0.76
O -4.19162 -3.06715 0.58423 -0.60
O -4.26366 -0.88219 1.11689 -0.33
B -3.64956 -0.70270 -0.15979 0.66
O -2.27794 -0.73700 -0.23804 -0.43
O -4.40996 -0.46274 -1.24453 -0.49
H -5.96179 -4.28747 1.78548 0.33
H -5.19119 -3.89137 3.34047 0.30
H -6.89037 -3.53870 3.08049 0.23
H -1.96392 -1.60724 0.02288 0.26
H -3.89639 -0.61556 -2.03960 0.32
C -6.16438 1.88505 0.68078 -1.05
C -5.69298 1.94982 2.11472 -0.11
O -5.76063 3.29730 2.62905 -0.33
C -6.94743 3.70024 3.04685 0.33
O -7.96306 3.07422 3.04992 -0.51
C -6.83769 5.13465 3.59371 0.90
F -6.12479 5.91207 2.77708 -0.25
F -6.23497 5.11876 4.78745 -0.25
F -8.04073 5.67027 3.73949 -0.24
H -5.59917 2.58250 0.06099 0.29
H -6.03062 0.87970 0.29016 0.25
H -7.21772 2.14995 0.59349 0.39
H -4.64654 1.66551 2.18615 0.24
H -6.26367 1.27859 2.75435 0.34
C 3.14664 1.46229 0.68039 -1.15
C 3.47121 -0.01405 0.62597 0.03
O 2.42333 -0.75566 -0.03270 -0.35
C 2.44755 -0.74678 -1.35317 0.38
O 3.24092 -0.19910 -2.05668 -0.50
C 1.29382 -1.60863 -1.89260 0.89
F 0.15478 -1.34863 -1.25118 -0.25
F 1.58199 -2.90567 -1.72988 -0.27
F 1.10924 -1.38527 -3.18596 -0.25
H 2.17888 1.62178 1.15591 0.30
H 3.90936 1.99100 1.25032 0.40
H 3.10356 1.89233 -0.31947 0.31
H 3.52896 -0.43456 1.62683 0.34
H 4.42086 -0.20111 0.12691 0.10
C 5.99186 -1.30965 -2.98324 -0.87
C 7.27847 -1.85964 -3.55693 -0.42
O 8.37075 -0.93647 -3.36734 -0.31
C 8.93947 -0.94965 -2.17468 0.35
O 8.64888 -1.63877 -1.24473 -0.52
C 10.10236 0.05813 -2.14947 0.90
F 9.74828 1.21925 -2.70161 -0.25
F 11.14035 -0.43245 -2.83369 -0.25
F 10.49114 0.28635 -0.90343 -0.24
H 5.76654 -0.33140 -3.40541 0.31
H 5.16313 -1.98052 -3.20305 0.37
H 6.06478 -1.19556 -1.90232 0.23
H 7.19886 -1.98714 -4.63384 0.34
H 7.53614 -2.82383 -3.12115 0.34
```



[2]
Density functional theory data (ωB97M-V with the def2-TZVPD basis set) for C14H20Br6O9 as an isolated structure at a distorted geometry.

The value obtained for the relative energy (zero: lowest compared OMol25 entry of this formula, charge and spin) is 15.4 kcal/mol. Its HOMO energy (spin up / spin down) is -1.5 / -5.9 eV. The total charge is -1. As for the spin multiplicity: 2. As for the orbital gap (spin up / spin down): 0.1203 / 0.2814 Ha.

XYZ file:
```
49
Properties=species:S:1:pos:R:3:lowdin_spin:R:1
C 0.29897 -0.44646 -0.08497 0.00
C 0.92949 0.41611 -1.16912 0.00
C -0.10523 1.06324 -1.99278 0.00
O 0.09704 2.49266 -1.81689 0.00
C 1.08945 2.74392 -1.05120 0.00
O 1.60205 3.84941 -0.77269 0.00
O 1.61436 1.61137 -0.63475 0.00
H 0.01546 -1.45126 -0.39817 0.00
H -0.69210 -0.02571 0.08489 0.00
H 0.76533 -0.42439 0.89998 0.00
H 1.58718 -0.20193 -1.78032 0.00
H -1.14621 0.82249 -1.77716 0.00
H -0.05174 0.72535 -3.02771 0.00
C -1.00406 -4.80868 1.06419 0.00
C -0.24811 -4.44053 2.38129 0.00
C 0.92740 -3.53466 2.12247 0.00
O 0.55925 -2.23794 2.62701 0.00
C -0.52977 -2.39444 3.36003 0.00
O -1.03372 -1.49744 4.05294 0.00
O -1.07713 -3.66366 3.13448 0.00
H -1.28753 -3.86157 0.60514 0.00
H -1.86938 -5.47118 1.04355 0.00
H -0.32421 -5.28830 0.36001 0.00
H 0.05916 -5.29344 2.98646 0.00
H 1.06474 -3.43965 1.04533 0.00
H 1.76086 -3.96325 2.67903 0.00
C 0.99017 3.67884 2.55515 0.00
C -0.25882 2.91838 2.73018 0.00
C -1.47577 3.63304 3.27495 0.00
O -2.40762 3.40414 2.29919 0.00
C -1.93192 2.56156 1.44069 0.00
O -2.74201 2.14604 0.55019 0.00
O -0.69405 2.39751 1.57114 0.00
H 0.78793 4.37725 1.74309 0.00
H 1.89213 3.16851 2.21732 0.00
H 1.21766 4.17513 3.49857 0.00
H -0.13255 2.14722 3.49010 0.00
H -1.12378 4.64687 3.46564 0.00
H -1.85705 3.14351 4.17110 0.00
C 3.05956 1.70806 -5.69646 0.00
Br 1.38668 2.27066 -4.87999 0.00
Br 2.83282 2.08442 -7.63348 0.00
Br 3.49195 -0.19932 -5.36578 0.00
H 3.89655 2.34761 -5.41623 0.00
C -1.99738 -2.48618 -3.68518 0.26
Br -0.30448 -3.06309 -2.83463 0.27
Br -1.85312 -0.94763 -4.93599 0.22
Br -3.42262 -2.00433 -2.31921 0.21
H -2.35563 -3.38811 -4.18145 0.01
```



[3]
Density functional theory data (ωB97M-V with the def2-TZVPD basis set) for C14H20CdN2 as an isolated structure at a distorted geometry.

The value obtained for the relative energy (zero: lowest compared OMol25 entry of this formula, charge and spin) is 2.7 kcal/mol. Its HOMO energy is -7.6 eV. As for the orbital gap: 0.2590 Ha.

XYZ file:
```
37
Properties=species:S:1:pos:R:3:mulliken_charge:R:1
C -3.01684 0.10333 3.09473 -0.67
C -1.88578 0.86120 3.73379 -0.48
H -3.48661 0.67982 2.27056 0.21
H -3.73885 -0.32741 3.77756 0.36
H -2.54352 -0.71750 2.50317 0.04
H -1.09274 1.07394 2.96014 -0.08
H -2.20105 1.80622 4.13318 0.31
H -1.38521 0.28785 4.52200 0.30
C -1.65446 -1.40630 -1.86379 -0.33
C -1.61129 -1.83585 -3.20253 -0.70
C -0.44422 -1.56218 -3.92959 -0.44
C 0.62899 -0.92242 -3.34056 -0.89
H -2.53301 -1.56508 -1.23256 0.42
H -2.46428 -2.33910 -3.61878 0.43
H -0.36246 -1.87045 -4.96773 0.40
H 1.52784 -0.67862 -3.87788 0.35
N -0.59755 -0.80577 -1.31631 0.24
C 0.54164 -0.52751 -1.99449 0.62
C 1.66518 0.14627 -1.29927 0.66
N 1.50444 0.57396 -0.02840 0.27
C 2.46368 1.19037 0.66674 -0.34
C 3.91206 1.01834 -1.22821 -0.50
C 3.70852 1.43821 0.08679 -0.66
H 2.23802 1.48927 1.69588 0.43
H 4.47748 1.93785 0.66904 0.41
C 2.90128 0.38181 -1.92436 -0.84
H 3.02272 0.03129 -2.93751 0.34
H 4.86316 1.19199 -1.73456 0.40
Cd -0.50362 -0.02525 0.80188 0.68
C 0.37381 -1.81550 1.65723 -1.34
H 1.33894 -1.56148 2.12635 0.31
H 0.57082 -2.53091 0.83731 0.30
H -0.27703 -2.29505 2.40266 0.30
C -1.37941 1.88534 0.23726 -1.48
H -1.90574 1.77074 -0.72188 0.32
H -2.08050 2.30170 0.96558 0.35
H -0.57442 2.61687 0.07658 0.35
```



no.,molar mass (Da)
1,546.1
2,811.7
3,328.7